The following is a DFT calculation (ωB97M-V/def2-TZVPD) of 2 unconnected molecules or ions with the total composition C2HNO3S2 at a distorted geometry.

Structure (XYZ):
```
9
Properties=species:S:1:pos:R:3:lowdin_charge:R:1
C -1.0618 0.0330 0.3954 -0.26
C 0.5697 0.6650 -0.9116 -0.43
N 1.3340 -0.2442 -0.5958 -0.24
O 0.3419 1.7064 -1.4534 0.12
O -3.4960 0.0978 0.8747 -0.55
O 3.1563 -0.7218 0.8821 -0.47
S -2.5110 0.3616 -0.1438 0.86
S 2.2526 -1.3372 -0.0947 0.99
H -0.5857 -0.5604 1.0472 -0.03
```

Values from the calculation:
Orbital gap (alpha / beta) in eV: 7.31 / 6.37
Maximum force in eV/A: 5.4
Energy relative to the best compared isomer or geometry (same formula, charge and spin) in kcal/mol: 62.0
E in a.u.: -1153.46351
LUMO (alpha / beta) in eV: -2.4 / -2.7
Multiplicity: 1



The following is a DFT calculation (ωB97M-V/def2-TZVPD) of C2HNO4 in the gas phase at a distorted geometry.

Structure (XYZ):
```
8
Properties=species:S:1:pos:R:3:lowdin_charge:R:1
C 1.1919 -0.4075 0.0878 -0.19
C 0.0770 0.4906 -0.4063 -0.14
N -1.2467 0.0595 0.2473 -0.36
O 1.5162 -0.4334 1.2246 0.13
O 0.0456 1.2676 -1.4413 0.12
O -1.4188 -1.0075 0.7708 0.13
O -1.9446 1.0239 0.2915 0.13
H 1.7795 -0.9933 -0.7745 0.18
```

Values from the calculation:
Orbital gap in eV: 8.96
Maximum force in eV/A: 7.9
SMILES string: O=CC(=O)[N+](=O)[O-]
Energy relative to the best compared isomer or geometry (same formula, charge and spin) in kcal/mol: 100.2
E in a.u.: -432.35341
LUMO in eV: -2.1
Multiplicity: 1



- energy relative to the best compared isomer or geometry (same formula, charge and spin) of number 2 (C2HNO4)?
  100.2 kcal/mol